one | Below is the ion C4H5N2O2 with charge +1, with properties calculated with ωB97M-V with the def2-TZVPD basis set.

Structure (XYZ):
```
13
Properties=species:S:1:pos:R:3:nbo_charge:R:1
C 0.96624 -1.04764 -0.83162 -0.262
O 1.05262 -0.01855 0.17082 -0.384
C 0.08543 0.62637 0.59729 0.842
N -0.02256 1.54763 1.50689 -0.613
C -1.37677 2.05214 1.68741 0.637
O -1.65649 2.90286 2.44869 -0.373
C -2.20155 1.26070 0.70577 0.000
N -1.59870 0.42706 -0.00107 -0.293
H 1.95012 -1.07912 -1.29725 0.239
H 0.18459 -0.84334 -1.56186 0.234
H 0.77494 -1.99453 -0.32508 0.230
H 0.72709 1.92794 2.08512 0.473
H -3.26999 1.42259 0.64452 0.268
```

Computed properties:
**Molecular weight**: 113.10 g/mol
**SMILES**: COC1=[NH+]C(=O)C=N1
**Kohn-Sham gap**: 9.98 eV
**E_HOMO**: -15.80 eV
**Total charge**: +1


two | Below is a cluster of 2 separate species, C4H5N2O2 in total, with properties calculated with ωB97M-V with the def2-TZVPD basis set.

Structure (XYZ):
```
13
Properties=species:S:1:pos:R:3:nbo_charge:R:1
C 0.59972 -0.34572 1.05895 -0.362
C 1.60840 0.51920 1.08904 -0.080
C -0.26130 -0.08041 -0.02464 -0.021
C 1.52047 1.32527 -0.17751 -0.313
N 0.30408 0.82590 -0.79751 -0.531
N -3.37388 -2.18547 -0.77130 0.816
O -3.85236 -1.75935 0.18456 0.051
O -2.83205 -2.64152 -1.66728 0.056
H 0.01798 -0.94117 1.78459 0.235
H 2.48460 0.54450 1.68661 0.237
H 1.63803 2.33106 0.21612 0.252
H 2.23257 1.24450 -0.92174 0.242
H -0.08627 1.16320 -1.65987 0.418
```

Computed properties:
**Molecular weight**: 113.10 g/mol
**Kohn-Sham gap (spin up / spin down)**: 4.17 / 4.19 eV
**E_HOMO (spin up / spin down)**: -11.70 / -11.71 eV
**Total charge**: +1


Of them, two has the lowest stability.


one | Below is a cluster of 10 separate species, C16H52O10 in total, with properties calculated with ωB97M-V with the def2-TZVPD basis set.

Structure (XYZ):
```
78
Properties=species:S:1:pos:R:3:mulliken_charge:R:1
C 0.92931 -0.26587 -0.01699 -1.618
C -0.28478 0.48135 -0.54560 0.604
O -1.22735 -0.55873 -0.76613 -0.350
H 0.65165 -0.94347 0.79055 0.380
H 1.73499 0.39207 0.31839 0.334
H 1.36753 -0.87926 -0.80703 0.625
H -0.00800 0.99271 -1.46937 -0.103
H -0.68365 1.26053 0.10262 0.078
H -0.84311 -1.21112 -1.36252 0.039
C -4.57499 -1.58691 2.72141 -1.420
C -3.26562 -1.53668 1.88330 0.357
O -3.54116 -1.40050 0.52406 -0.542
H -5.22202 -0.72659 2.56996 0.344
H -4.22568 -1.66386 3.75630 0.393
H -5.11096 -2.53706 2.67043 0.348
H -2.74863 -2.44420 2.20908 0.116
H -2.76572 -0.64627 2.27521 0.037
H -2.75837 -1.10587 0.03645 0.460
C 3.81903 1.07828 2.63808 -0.926
C 3.53794 2.32713 3.51215 -0.258
O 4.77810 2.92814 3.82229 -0.568
H 2.91996 0.47376 2.50909 0.227
H 4.58542 0.48325 3.13585 0.393
H 4.21585 1.31298 1.64878 0.394
H 3.03981 2.10800 4.45741 0.169
H 2.85075 3.01912 3.01417 0.242
H 5.30262 2.89770 3.01758 0.330
C -5.09873 0.69471 -3.40958 -1.023
C -3.63750 1.11297 -3.66370 -0.073
O -3.03507 1.64685 -2.50163 -0.397
H -5.49350 0.20066 -4.29818 0.362
H -5.70030 1.57770 -3.19856 0.269
H -5.11770 -0.00632 -2.57475 0.288
H -3.55589 1.78951 -4.51340 0.325
H -3.03129 0.23491 -3.91706 0.030
H -3.21381 1.02196 -1.79146 0.217
C 1.75227 4.03344 -2.32401 -1.115
C 1.70107 2.63936 -2.88711 0.490
O 2.89639 2.44130 -3.63871 -0.547
H 1.50935 4.77023 -3.09268 0.311
H 2.72536 4.35629 -1.95249 0.351
H 1.06815 4.15166 -1.48201 0.200
H 0.73506 2.43476 -3.35586 0.241
H 1.73555 1.93663 -2.04701 -0.230
H 2.79846 1.61005 -4.11331 0.288
C 5.06166 -3.27731 -0.20819 -1.295
C 3.78006 -2.51398 0.15068 0.329
O 2.97131 -3.37892 0.96354 -0.537
H 5.71542 -2.58324 -0.74101 0.355
H 4.77901 -4.15151 -0.78982 0.298
H 5.58909 -3.56693 0.70030 0.313
H 3.23943 -2.32571 -0.77983 0.152
H 3.97811 -1.57302 0.66431 0.055
H 2.10764 -3.54377 0.54002 0.491
C 0.08121 1.17899 3.48156 0.060
O -0.97669 2.13961 3.45852 -0.548
H -0.21766 0.16041 3.73201 0.277
H 0.52759 1.16176 2.48737 -0.290
H 0.81437 1.52892 4.20822 0.239
H -1.01063 2.63842 4.27692 0.284
C -1.71107 4.18960 0.75810 -0.630
O -0.46491 3.63641 1.16934 -0.433
H -2.34424 3.40666 0.33471 0.222
H -2.19809 4.65554 1.61680 0.303
H -1.47372 4.92446 -0.00900 0.225
H -0.64379 3.02997 1.90573 0.261
C -0.21216 -4.57965 0.76572 -0.574
O 0.67480 -4.13034 -0.28116 -0.644
H 0.33489 -5.31625 1.34824 0.319
H -0.58659 -3.73829 1.34638 0.152
H -1.01180 -5.10614 0.24125 0.294
H 0.25256 -3.49908 -0.87779 0.334
C -1.76398 -3.15637 -3.02869 -0.640
O -0.47263 -2.79960 -2.53635 -0.515
H -2.11527 -2.34584 -3.66939 0.239
H -1.76751 -4.10361 -3.57061 0.328
H -2.48915 -3.28495 -2.22591 0.254
H 0.04195 -2.57155 -3.31600 0.248
```

Computed properties:
**Molecular weight**: 404.58 g/mol
**SMILES**: CCO.CCO.CCO.CCO.CCO.CCO.CO.CO.CO.CO
**Kohn-Sham gap**: 9.54 eV
**E_HOMO**: -9.62 eV
**Total charge**: 0


two | Below is a cluster of 10 separate species, C16H52O10 in total, with properties calculated with ωB97M-V with the def2-TZVPD basis set.

Structure (XYZ):
```
78
Properties=species:S:1:pos:R:3:mulliken_charge:R:1
C 10.18222 11.09310 11.81504 -0.867
C 11.33261 10.70043 12.78387 0.185
O 10.96045 10.75380 14.12086 -0.573
H 10.51112 11.02457 10.77087 0.109
H 9.88291 12.14190 11.97574 0.377
H 9.27294 10.43364 11.89724 0.274
H 12.23755 11.26510 12.58298 0.298
H 11.58878 9.65689 12.52488 -0.089
H 10.07596 10.39028 14.28885 0.333
C 12.49101 5.08863 12.49579 -0.825
C 11.23682 5.76908 13.01665 -0.312
O 10.67728 6.66842 12.12688 -0.428
H 12.76708 4.42621 13.30682 0.457
H 13.27034 5.84646 12.30404 0.023
H 12.35367 4.53406 11.55033 0.174
H 11.48443 6.29084 13.91542 0.280
H 10.47692 4.97837 13.21092 0.354
H 11.39688 7.30917 12.00838 0.029
C 8.06140 6.60709 7.89820 -0.860
C 8.51390 6.47214 9.39313 -0.047
O 8.79325 7.82786 9.83422 -0.398
H 8.77185 7.36644 7.50699 -0.043
H 7.05440 7.00663 7.79112 0.298
H 8.14684 5.73168 7.25416 0.384
H 9.44677 5.82506 9.54350 0.118
H 7.79110 5.99877 10.01372 0.413
H 9.48662 7.71486 10.45966 0.172
C 11.77268 8.75429 8.82063 -0.684
C 13.12086 9.00281 9.50198 0.143
O 13.23762 8.11145 10.70666 0.365
H 11.68242 9.25984 7.85250 0.454
H 10.90982 9.18004 9.40310 -0.206
H 11.60016 7.71726 8.65919 0.108
H 13.14204 9.99776 9.94308 0.380
H 14.00778 8.69923 8.91902 -0.075
H 14.05094 8.22110 11.22570 0.059
C 17.49070 9.08702 6.86468 -1.167
C 17.26217 9.32529 8.32896 0.451
O 16.48469 10.55521 8.60264 -0.589
H 16.56182 8.79726 6.33538 0.231
H 18.24821 8.29382 6.73328 0.309
H 17.94799 9.98766 6.36948 0.336
H 18.18330 9.44500 8.88200 0.342
H 16.68562 8.52619 8.77799 -0.156
H 16.23221 10.60818 9.53980 0.287
C 17.25080 9.64272 13.33910 -1.053
C 16.04684 8.82538 13.21138 -0.396
O 15.66910 8.61808 11.83278 -0.411
H 17.53242 9.73676 14.40545 0.377
H 17.15129 10.59106 12.84496 0.275
H 18.01969 8.95673 12.89175 0.244
H 15.24619 9.27154 13.77496 0.379
H 16.15300 7.79982 13.69858 0.321
H 16.12448 7.86549 11.47172 0.183
C 13.75851 6.52916 6.86843 -0.455
C 13.46957 5.35130 7.78904 -0.415
O 13.60946 5.52033 9.25099 -0.551
H 12.98918 7.30643 6.96150 0.092
H 13.85714 6.17850 5.80853 0.382
H 14.74551 6.99698 7.08226 -0.055
H 14.03924 4.43361 7.59656 0.431
H 12.44306 5.03934 7.62349 0.297
H 13.09985 6.29794 9.57480 0.069
C 7.66443 11.53021 8.65300 -1.396
C 7.41602 10.51795 7.62385 0.625
O 8.02250 10.74494 6.35377 -0.610
H 7.19958 12.48266 8.51287 0.408
H 8.68428 11.71048 8.92520 0.300
H 7.40921 11.10534 9.63393 0.337
H 6.28348 10.47354 7.41215 0.240
H 7.77373 9.57102 8.00314 -0.241
H 7.78370 10.10341 5.71326 0.331
O 16.53300 6.63551 10.07310 -0.616
H 15.70487 6.18063 9.95864 0.247
H 17.23901 6.03276 9.92136 0.231
O 9.50236 8.89599 4.66246 -0.656
H 9.34233 7.94148 4.51772 0.332
H 9.36934 8.99950 5.62509 0.333
```

Computed properties:
**Molecular weight**: 404.58 g/mol
**SMILES**: CCO.CCO.CCO.CCO.CCO.CCO.CCO.CCO.O.O
**Kohn-Sham gap**: 10.30 eV
**E_HOMO**: -9.95 eV
**Total charge**: 0


Of them, one has the lowest stability.


one | Below is the molecule C5H10, with properties calculated with ωB97M-V with the def2-TZVPD basis set.

Structure (XYZ):
```
15
Properties=species:S:1:pos:R:3:nbo_charge:R:1
C -0.08876 0.17528 -2.06585 -0.610
C 0.74770 0.11805 -0.76262 -0.407
C -0.12467 0.29951 0.42235 -0.228
C -0.78023 -0.80376 1.23222 -0.430
C 0.21797 0.06236 1.84788 -0.425
H 0.61222 0.61738 -2.94110 0.214
H -0.87940 1.04489 -1.79320 0.205
H -0.48573 -0.87995 -2.21025 0.219
H 1.41335 -0.71177 -0.72112 0.208
H 1.41379 1.04005 -0.75164 0.192
H -0.91592 1.07650 0.33388 0.207
H -0.43124 -1.95585 1.24487 0.218
H -1.86801 -0.57570 1.49297 0.216
H -0.01111 0.90026 2.59543 0.209
H 1.18003 -0.40725 2.07616 0.211
```

Computed properties:
**Molecular weight**: 70.13 g/mol
**SMILES**: CCC1CC1
**Kohn-Sham gap**: 11.12 eV
**E_HOMO**: -9.85 eV
**Total charge**: 0


two | Below is a cluster of 2 separate species, C5H10 in total, with properties calculated with ωB97M-V with the def2-TZVPD basis set.

Structure (XYZ):
```
15
Properties=species:S:1:pos:R:3:nbo_charge:R:1
C -0.37537 0.30479 -2.07263 -0.418
C 0.33741 -0.33724 -1.11340 -0.171
C 1.87662 -0.25518 -0.99485 -0.648
H -1.51479 0.27442 -2.25031 0.208
H 0.10724 1.17346 -2.52969 0.187
H -0.13106 -0.95455 -0.37068 0.198
H 2.22948 0.69748 -1.28356 0.213
H 2.14869 -0.46162 0.06905 0.207
H 2.31211 -0.97665 -1.62846 0.223
C -0.37113 -0.08117 1.86166 -0.409
C -1.62864 0.35349 2.28705 -0.381
H -0.02744 -1.14466 1.89231 0.193
H 0.22599 0.47379 1.13960 0.203
H -2.44203 -0.36462 2.70424 0.194
H -1.94151 1.37481 2.45050 0.199
```

Computed properties:
**Molecular weight**: 70.13 g/mol
**SMILES**: C=CC.C=C
**Kohn-Sham gap**: 10.51 eV
**E_HOMO**: -9.46 eV
**Total charge**: 0


three | Below is a structure of composition C5H10, with properties calculated with ωB97M-V with the def2-TZVPD basis set.

Structure (XYZ):
```
15
Properties=species:S:1:pos:R:3:nbo_charge:R:1
C 1.06023 -0.65587 -0.22361 -0.397
C 0.19224 -0.82099 -1.29716 -0.470
C -1.60631 0.03331 -0.03327 -0.411
C -1.02011 0.55555 1.09545 -0.475
C 1.11593 0.62141 0.47833 -0.465
H 1.36882 -1.52061 0.36271 0.230
H 2.08500 0.05428 -0.36597 0.322
H 0.01690 -0.00119 -1.98723 0.202
H 0.05633 -1.81994 -1.70633 0.209
H -1.94403 0.70665 -0.81777 0.195
H -2.02776 -0.96352 -0.05334 0.206
H -0.85734 -0.08616 1.95883 0.198
H -1.00981 1.62316 1.28788 0.205
H 1.68629 0.72621 1.39704 0.232
H 0.93886 1.52760 -0.09281 0.218
```

Computed properties:
**Molecular weight**: 70.13 g/mol
**Kohn-Sham gap**: 8.90 eV
**E_HOMO**: -7.73 eV
**Total charge**: 0


four | Below is the molecule C5H10, with properties calculated with ωB97M-V with the def2-TZVPD basis set.

Structure (XYZ):
```
15
Properties=species:S:1:pos:R:3:nbo_charge:R:1
C -0.96123 1.22228 1.03674 -0.608
C 0.20961 0.33538 0.55767 -0.210
C 0.65082 0.47885 -0.90868 -0.400
C 0.75210 -1.06374 -1.03519 -0.400
C -0.02488 -1.17935 0.29570 -0.400
H -1.18119 1.14042 2.11335 0.209
H -0.71577 2.27761 0.84612 0.208
H -1.89585 1.00190 0.50027 0.200
H 1.05064 0.50904 1.24726 0.196
H -0.16550 0.87197 -1.52540 0.198
H 1.57558 1.03181 -1.09526 0.205
H 1.78220 -1.44054 -0.99056 0.199
H 0.28815 -1.51340 -1.92563 0.200
H 0.36530 -1.89309 1.02572 0.205
H -1.08467 -1.37271 0.10121 0.198
```

Computed properties:
**Molecular weight**: 70.13 g/mol
**SMILES**: CC1CCC1
**Kohn-Sham gap**: 11.84 eV
**E_HOMO**: -10.54 eV
**Total charge**: 0


Of them, three has the lowest stability.


one | Below is a cluster of 2 separate species, C5H10 in total, with properties calculated with ωB97M-V with the def2-TZVPD basis set.

Structure (XYZ):
```
15
Properties=species:S:1:pos:R:3:nbo_charge:R:1
C 1.01608 -1.51185 0.05976 -0.527
C 1.25135 -0.24046 0.11615 0.142
C 2.09728 0.91785 -0.05644 -0.734
C -2.21301 -0.31161 -0.09975 -0.710
C -1.52078 0.90932 0.24375 -0.313
H -0.07522 -1.87560 -0.00201 0.204
H 1.78180 -2.32028 0.00046 0.207
H 1.60571 1.80967 -0.39246 0.239
H 2.36506 1.38561 0.87256 0.237
H 2.95733 0.79440 -0.62006 0.225
H -2.64759 -0.47087 -1.16534 0.223
H -1.60836 -1.26206 -0.09159 0.211
H -2.90958 -0.50819 0.72682 0.229
H -0.65094 0.90576 0.95972 0.192
H -1.44913 1.77831 -0.55154 0.175
```

Computed properties:
**Molecular weight**: 70.13 g/mol
**Kohn-Sham gap (spin up / spin down)**: 8.34 / 8.64 eV
**E_HOMO (spin up / spin down)**: -7.64 / -7.94 eV
**Total charge**: 0


two | Below is the molecule C5H10, with properties calculated with ωB97M-V with the def2-TZVPD basis set.

Structure (XYZ):
```
15
Properties=species:S:1:pos:R:3:nbo_charge:R:1
C 1.51747 1.95087 -0.72356 -0.592
C 0.86636 0.59273 -0.64060 -0.148
C -0.44477 0.31789 -0.26182 -0.173
C -0.93401 -0.97888 -0.14527 -0.475
C -0.97208 -1.60063 1.24307 -0.592
H 2.22476 2.14004 -0.21914 0.186
H 0.66965 2.71299 -0.60557 0.193
H 1.77943 2.21395 -1.64827 0.211
H 1.28976 -0.27461 -0.61901 0.171
H -1.01509 1.11348 -0.09080 0.179
H -1.88089 -1.02254 -0.58274 0.214
H -0.42683 -1.77108 -0.74034 0.204
H -1.34213 -2.81685 1.33243 0.214
H -1.42484 -0.87050 1.90464 0.204
H 0.09323 -1.70686 1.79698 0.202
```

Computed properties:
**Molecular weight**: 70.13 g/mol
**SMILES**: C/C=C/CC
**Kohn-Sham gap**: 10.08 eV
**E_HOMO**: -8.93 eV
**Total charge**: 0


three | Below is the molecule C5H10, with properties calculated with ωB97M-V with the def2-TZVPD basis set.

Structure (XYZ):
```
15
Properties=species:S:1:pos:R:3:nbo_charge:R:1
C 1.98806 0.29053 0.03744 -0.603
C 0.78238 -0.62370 -0.13984 -0.392
C -0.46828 -0.13530 0.52885 -0.227
C -1.33544 0.88636 -0.15256 -0.426
C -1.78301 -0.52656 -0.05603 -0.418
H 2.87235 -0.10091 -0.46353 0.207
H 2.27614 0.41959 1.08803 0.201
H 1.78260 1.28094 -0.36736 0.204
H 0.54687 -0.71812 -1.19886 0.192
H 1.01304 -1.63055 0.15601 0.203
H -0.40629 -0.09040 1.62002 0.210
H -1.02342 1.24184 -1.12226 0.210
H -1.90058 1.62646 0.44954 0.216
H -2.60349 -0.79402 0.61023 0.215
H -1.74093 -1.12617 -0.98967 0.207
```

Computed properties:
**Molecular weight**: 70.13 g/mol
**SMILES**: CCC1CC1
**Kohn-Sham gap**: 11.49 eV
**E_HOMO**: -10.18 eV
**Total charge**: 0


Of them, one has the lowest stability.